{"formula": "C37H38BrFeN5O7P", "method": "ωB97M-V/def2-TZVPD", "charge": -1, "relative_energy_kcal_mol": 10.7, "multiplicity": 5, "energy_ev": -174496.543, "species": ["C", "C", "H", "C", "C", "C", "C", "C", "C", "H", "Fe", "N", "N", "C", "C", "O", "C", "H", "H", "H", "C", "Br", "O", "H", "H", "H", "H", "C", "H", "H", "C", "H", "C", "O", "P", "H", "N", "H", "H", "H", "H", "C", "H", "H", "O", "H", "H", "H", "H", "H", "N", "H", "C", "C", "H", "C", "H", "H", "C", "N", "H", "H", "C", "C", "C", "C", "C", "C", "C", "C", "O", "C", "O", "H", "H", "C", "H", "H", "C", "H", "C", "O", "C", "H", "C", "H", "C", "H", "C", "C"], "coordinates": [[6.435, -0.099, 0.847], [-0.192, -2.526, -1.618], [0.151, -2.087, 4.339], [-2.524, 1.260, 3.023], [2.401, 2.704, -0.507], [3.231, -2.432, -0.415], [0.208, -1.987, 1.667], [-2.429, -5.257, -2.994], [-3.732, 2.186, 2.916], [-1.952, -4.460, -1.055], [1.074, -0.091, -0.626], [3.117, -1.134, -0.416], [2.786, 1.474, -0.548], [2.318, 0.501, 4.302], [1.287, 3.197, -1.241], [0.738, 1.108, -2.280], [-1.776, -4.406, -2.122], [-3.691, -0.453, 3.607], [-4.547, 1.434, -2.676], [7.362, -0.541, 1.195], [0.971, 4.565, -1.105], [-0.445, 6.974, -1.659], [0.588, -1.634, -2.096], [-0.358, -2.830, 2.061], [4.439, -4.181, -0.011], [2.365, -2.992, -0.755], [-1.463, 2.412, 4.506], [-0.636, -3.341, -3.959], [1.529, 5.165, -0.395], [1.408, -0.606, 5.906], [-4.384, -0.110, -0.463], [-4.616, 1.613, 2.621], [-3.000, -0.880, -2.396], [0.196, -2.431, -4.491], [-1.597, 1.379, 0.482], [2.874, 1.181, 4.935], [0.230, -1.778, 0.415], [2.951, 3.447, 0.088], [-3.605, 2.396, -1.502], [7.096, 1.906, 1.066], [-1.977, -0.561, 4.035], [-0.446, 3.022, -2.935], [-2.875, -1.821, -1.858], [-4.080, -0.951, 0.162], [-2.153, 2.746, 0.351], [5.008, 2.910, 0.226], [-4.640, 0.727, 0.187], [3.042, 1.358, 2.468], [-3.933, 2.655, 3.884], [-5.271, -0.393, -1.038], [-0.449, -2.713, -0.335], [-1.515, 4.808, -3.371], [-0.871, -3.446, -2.577], [0.550, 2.360, -2.149], [-0.999, 2.410, -3.638], [-2.176, -5.150, -4.360], [-3.540, 2.955, 2.169], [-2.682, -5.809, -5.059], [6.280, 1.254, 0.776], [1.763, -0.199, 2.082], [-0.417, 1.372, 3.513], [6.378, -2.830, 0.773], [2.410, 0.601, 2.921], [-0.017, 5.127, -1.853], [-3.257, 0.259, -1.422], [5.461, -2.357, 0.437], [0.811, -1.312, 3.969], [4.006, 1.049, -0.047], [1.507, -0.487, 4.834], [-0.730, 4.348, -2.783], [-2.006, 0.381, -0.704], [-1.292, -4.205, -4.839], [-0.103, 1.203, 0.566], [-2.816, 1.737, -2.938], [0.512, -1.875, -3.729], [4.404, -3.099, 0.009], [-1.080, 2.866, 2.831], [-1.093, -4.100, -5.898], [5.373, -0.945, 0.438], [-3.132, -5.991, -2.619], [0.951, -1.125, 2.596], [-2.284, 0.617, 1.751], [-3.578, 1.543, -2.178], [-3.835, -0.984, -3.093], [-2.831, 0.112, 3.973], [-2.084, -0.682, -2.958], [5.077, 1.833, 0.313], [-3.057, 0.489, 4.974], [4.167, -0.377, -0.003], [-1.290, 2.027, 3.496]], "lowdin_charge": [-0.056, -0.452, 0.108, -0.630, -0.074, -0.100, -0.082, -0.107, -0.040, 0.104, 0.826, 0.090, 0.063, -0.069, -0.142, -0.100, -0.050, 0.085, 0.085, 0.104, -0.097, 0.661, -0.098, 0.122, 0.102, 0.107, 0.086, -0.274, 0.103, 0.103, -0.031, 0.080, -0.017, 0.059, 0.285, 0.099, -0.038, 0.124, 0.073, 0.099, 0.064, -0.013, 0.077, 0.089, -0.268, 0.100, 0.075, 0.106, 0.081, 0.084, 0.079, 0.098, -0.100, -0.358, 0.105, -0.103, 0.069, 0.095, -0.087, 0.122, 0.065, 0.113, -0.114, -0.698, -0.604, -0.019, -0.043, -0.219, -0.079, -0.121, -0.165, -0.024, -0.312, 0.064, 0.078, -0.040, 0.084, 0.111, -0.158, 0.090, -0.260, -0.176, -0.028, 0.092, -0.033, 0.094, -0.025, 0.084, -0.153, -0.028]}